Record 1
DFT (ωB97M-V/def2-TZVPD) results for a molecular structure, C64H58F5IO2RbS3Sb2Te.

Its total charge is -1. For the lowest unoccupied orbital energy, the calculation gives 1.86 eV.

Geometry (Å):
Rb (0.214, 0.384, 0.279)
C (3.561, -1.046, 7.948)
C (3.393, -0.893, 6.460)
C (2.899, 0.289, 5.919)
C (2.702, 0.429, 4.551)
C (3.023, -0.631, 3.723)
C (3.496, -1.832, 4.233)
C (3.687, -1.951, 5.599)
S (2.717, -0.473, 1.974)
O (2.073, 0.874, 1.791)
C (4.414, -0.235, 1.439)
C (5.119, 0.878, 1.968)
C (6.357, 1.171, 1.504)
C (6.958, 0.365, 0.497)
C (8.256, 0.651, 0.009)
C (8.822, -0.114, -0.969)
C (8.112, -1.211, -1.505)
C (6.857, -1.506, -1.053)
C (6.245, -0.726, -0.040)
C (4.918, -1.000, 0.433)
C (4.154, -2.120, -0.206)
C (4.360, -3.445, 0.298)
C (5.193, -3.693, 1.422)
C (5.330, -4.955, 1.926)
C (4.650, -6.041, 1.330)
C (3.862, -5.833, 0.237)
C (3.704, -4.536, -0.309)
C (2.873, -4.308, -1.433)
C (2.684, -3.052, -1.907)
C (3.323, -1.952, -1.283)
S (2.813, -0.317, -1.851)
O (3.829, 0.685, -1.426)
C (2.969, -0.557, -3.603)
C (1.847, -0.337, -4.377)
C (1.944, -0.449, -5.761)
C (3.153, -0.766, -6.363)
C (3.263, -0.873, -7.860)
C (4.278, -0.970, -5.554)
C (4.197, -0.868, -4.180)
H (3.737, -0.082, 8.426)
H (4.398, -1.703, 8.187)
H (2.665, -1.478, 8.399)
H (2.655, 1.115, 6.577)
H (2.295, 1.335, 4.118)
H (3.702, -2.666, 3.570)
H (4.057, -2.884, 6.008)
H (4.641, 1.502, 2.713)
H (6.899, 2.029, 1.884)
H (8.788, 1.499, 0.424)
H (9.813, 0.118, -1.337)
H (8.563, -1.821, -2.277)
H (6.318, -2.349, -1.467)
H (5.714, -2.866, 1.886)
H (5.959, -5.124, 2.791)
H (4.750, -7.034, 1.748)
H (3.324, -6.655, -0.220)
H (2.350, -5.142, -1.885)
H (2.007, -2.883, -2.734)
H (0.904, -0.082, -3.902)
H (1.066, -0.281, -6.373)
H (2.284, -0.797, -8.332)
H (3.708, -1.825, -8.154)
H (3.893, -0.079, -8.265)
H (5.228, -1.214, -6.016)
H (5.069, -1.016, -3.554)
I (-1.461, 2.991, 2.275)
C (0.103, 4.362, 1.964)
C (0.308, 5.261, 2.972)
C (1.427, 6.122, 2.909)
C (2.317, 5.998, 1.884)
C (2.116, 5.048, 0.850)
C (3.103, 4.863, -0.154)
C (2.905, 3.933, -1.128)
C (1.676, 3.227, -1.186)
C (0.653, 3.348, -0.275)
C (0.942, 4.237, 0.815)
H (-0.362, 5.299, 3.819)
H (1.586, 6.850, 3.696)
H (3.208, 6.617, 1.852)
H (4.015, 5.449, -0.109)
H (3.678, 3.740, -1.865)
H (1.558, 2.553, -2.042)
F (-2.426, -5.084, 5.334)
C (-1.755, -4.612, 4.270)
C (-1.834, -3.278, 3.924)
F (-2.589, -2.444, 4.656)
C (-1.129, -2.814, 2.829)
F (-1.246, -1.503, 2.538)
C (-0.320, -3.615, 2.022)
S (0.560, -2.984, 0.655)
C (-0.277, -4.956, 2.410)
F (0.465, -5.836, 1.717)
C (-0.969, -5.451, 3.501)
F (-0.886, -6.753, 3.826)
C (-0.583, 3.565, -3.643)
Sb (-1.301, 2.126, -2.212)
C (-2.599, 1.211, -3.728)
C (-2.817, 3.489, -1.403)
C (-4.206, 3.226, -1.884)
C (-4.654, 3.830, -3.060)
C (-5.899, 3.555, -3.602)
C (-6.738, 2.654, -2.960)
C (-6.321, 2.070, -1.774)
C (-5.073, 2.345, -1.212)
C (-4.713, 1.713, 0.102)
Sb (-3.440, -0.063, 0.012)
C (-4.198, -0.826, 1.873)
C (-4.849, -1.149, -1.184)
H (-1.424, 3.912, -4.246)
H (0.166, 3.113, -4.295)
H (-0.127, 4.397, -3.109)
H (-3.271, 1.912, -4.223)
H (-3.188, 0.400, -3.292)
H (-1.932, 0.765, -4.473)
H (-2.465, 4.469, -1.728)
H (-2.717, 3.441, -0.323)
H (-3.990, 4.524, -3.565)
H (-6.210, 4.037, -4.521)
H (-7.713, 2.419, -3.368)
H (-6.984, 1.387, -1.254)
H (-5.617, 1.370, 0.608)
H (-4.204, 2.418, 0.760)
H (-5.280, -0.692, 1.901)
H (-3.738, -0.310, 2.715)
H (-3.958, -1.887, 1.959)
H (-5.812, -1.167, -0.671)
H (-4.492, -2.167, -1.338)
H (-4.963, -0.662, -2.152)
C (-2.204, -3.301, -4.113)
Te (-1.254, -2.720, -2.288)
C (-2.276, -4.134, -1.080)
H (-1.938, -4.329, -4.346)
H (-1.832, -2.643, -4.897)
H (-3.285, -3.191, -4.043)
H (-3.238, -4.348, -1.544)
H (-2.424, -3.688, -0.099)
H (-1.680, -5.037, -0.976)

---

Record 2
DFT (ωB97M-V/def2-TZVPD) results for a molecular structure, C64H61BaN5P3.

Its total charge is +1. For the lowest unoccupied orbital energy, the calculation gives -1.90 eV.

Geometry (Å):
Ba (1.015, -0.028, -0.447)
C (2.689, -3.622, 0.361)
C (1.584, -3.276, 1.358)
C (2.044, -2.320, 2.419)
C (2.514, -2.785, 3.641)
C (3.016, -1.882, 4.563)
C (3.042, -0.535, 4.237)
C (2.541, -0.153, 3.007)
N (2.040, -1.014, 2.113)
N (3.001, -2.524, -0.584)
C (4.304, -1.951, -0.221)
C (4.692, -0.745, -1.028)
C (5.945, -0.651, -1.606)
C (6.270, 0.489, -2.329)
C (5.327, 1.491, -2.452)
C (4.095, 1.316, -1.836)
N (3.779, 0.230, -1.134)
C (2.996, -3.018, -1.971)
C (2.773, -1.967, -3.039)
C (3.605, -1.865, -4.142)
C (3.297, -0.947, -5.136)
C (2.166, -0.161, -5.002)
C (1.395, -0.321, -3.863)
N (1.688, -1.199, -2.902)
H (2.391, -4.508, -0.200)
H (3.593, -3.906, 0.911)
H (1.229, -4.196, 1.828)
H (0.735, -2.863, 0.816)
H (2.477, -3.844, 3.861)
H (3.384, -2.225, 5.521)
H (3.426, 0.211, 4.919)
H (2.523, 0.894, 2.727)
H (5.096, -2.708, -0.311)
H (4.256, -1.658, 0.830)
H (6.653, -1.461, -1.493)
H (7.245, 0.587, -2.790)
H (5.528, 2.400, -3.000)
H (3.338, 2.089, -1.902)
H (2.167, -3.722, -2.063)
H (3.915, -3.576, -2.197)
H (4.483, -2.493, -4.215)
H (3.936, -0.850, -6.005)
H (1.885, 0.565, -5.752)
H (0.507, 0.286, -3.705)
C (-0.118, 1.242, 4.337)
C (0.663, 2.527, 4.378)
C (0.982, 3.041, 5.635)
C (1.614, 4.262, 5.784)
C (1.928, 5.008, 4.658)
C (1.629, 4.509, 3.403)
C (1.019, 3.262, 3.232)
P (0.580, 2.607, 1.568)
C (-1.136, 3.267, 1.443)
C (-2.111, 2.281, 1.608)
C (-3.461, 2.584, 1.677)
C (-3.856, 3.904, 1.549)
C (-2.902, 4.890, 1.347)
C (-1.539, 4.607, 1.299)
C (-0.581, 5.756, 1.130)
C (1.701, 3.403, 0.375)
C (2.960, 3.909, 0.718)
C (3.789, 4.513, -0.211)
C (3.330, 4.640, -1.525)
C (2.139, 4.070, -1.909)
C (1.307, 3.352, -1.002)
C (0.225, 2.554, -1.475)
H (0.123, 0.631, 5.208)
H (0.076, 0.656, 3.439)
H (-1.191, 1.455, 4.359)
H (0.713, 2.467, 6.515)
H (1.849, 4.634, 6.773)
H (2.402, 5.977, 4.754)
H (1.871, 5.106, 2.536)
H (-1.798, 1.245, 1.689)
H (-4.194, 1.798, 1.814)
H (-4.905, 4.167, 1.592)
H (-3.219, 5.921, 1.231)
H (-1.094, 6.610, 0.688)
H (0.267, 5.503, 0.499)
H (-0.196, 6.075, 2.100)
H (3.301, 3.844, 1.743)
H (4.749, 4.910, 0.088)
H (3.925, 5.177, -2.255)
H (1.812, 4.145, -2.941)
H (-0.052, 2.717, -2.517)
H (-0.652, 2.485, -0.833)
N (-2.727, -1.287, -0.262)
P (-2.292, -0.226, -1.562)
C (-3.639, 0.994, -1.493)
C (-3.365, 2.280, -1.955)
C (-4.359, 3.248, -1.975)
C (-5.633, 2.943, -1.521)
C (-5.918, 1.664, -1.059)
C (-4.929, 0.692, -1.054)
C (-2.673, -1.169, -3.101)
C (-3.830, -1.031, -3.866)
C (-3.987, -1.756, -5.041)
C (-2.984, -2.619, -5.469)
C (-1.826, -2.757, -4.716)
C (-1.676, -2.029, -3.546)
P (-1.839, -2.727, -0.112)
C (-2.960, -4.024, -0.723)
C (-2.498, -4.897, -1.703)
C (-3.335, -5.874, -2.229)
C (-4.641, -5.978, -1.778)
C (-5.113, -5.108, -0.799)
C (-4.275, -4.140, -0.273)
C (-1.846, -3.031, 1.687)
C (-1.931, -4.328, 2.193)
C (-1.782, -4.565, 3.553)
C (-1.551, -3.510, 4.424)
C (-1.467, -2.215, 3.930)
C (-1.604, -1.979, 2.569)
H (-3.611, -1.169, 0.212)
H (-2.365, 2.532, -2.290)
H (-4.132, 4.244, -2.331)
H (-6.407, 3.701, -1.529)
H (-6.915, 1.420, -0.717)
H (-5.184, -0.312, -0.732)
H (-4.611, -0.351, -3.554)
H (-4.891, -1.643, -5.626)
H (-3.104, -3.175, -6.390)
H (-1.042, -3.428, -5.043)
H (-0.791, -2.157, -2.946)
H (-1.482, -4.800, -2.069)
H (-2.970, -6.547, -2.994)
H (-5.297, -6.735, -2.188)
H (-6.132, -5.193, -0.445)
H (-4.646, -3.475, 0.500)
H (-2.127, -5.158, 1.524)
H (-1.861, -5.575, 3.934)
H (-1.447, -3.694, 5.485)
H (-1.298, -1.387, 4.604)
H (-1.542, -0.962, 2.194)